# 1
50
Properties=species:S:1:pos:R:3 method="wB97M-V/def2-TZVPD" mol_weight_g_mol=344.266 total_charge=+1 largest_force_ev_per_a=5.4 multiplicity=1 total_energy_ev=-39119.6126
C -0.23 -3.84 -2.13
C -0.31 -3.28 -0.63
C -0.42 -1.71 -0.66
C 0.89 -1.03 -1.29
N 0.90 0.35 -0.77
N 1.66 1.28 -1.57
S 3.14 0.54 -2.27
C 0.75 1.80 -2.65
B 1.53 2.29 -4.01
O 1.77 1.40 -5.08
O 1.96 3.63 -4.21
C 2.16 2.32 -0.63
C 2.81 2.02 0.64
C 3.33 3.00 1.56
N 3.20 4.33 1.31
C 2.58 4.64 0.16
C 2.04 3.78 -0.88
H -0.29 -2.99 -2.86
H 0.74 -4.39 -2.22
H -1.11 -4.50 -2.31
H -1.23 -3.66 -0.12
H 0.62 -3.55 -0.08
H -1.25 -1.44 -1.39
H -0.65 -1.23 0.32
H 1.74 -1.67 -0.94
H 0.73 -1.09 -2.41
H -0.07 0.67 -0.68
H 3.65 -0.21 -1.22
H 0.02 1.02 -3.02
H 0.10 2.65 -2.29
H 2.75 1.40 -5.19
H 1.33 3.98 -4.87
H 2.95 0.94 0.90
H 3.84 2.63 2.49
H 2.45 5.74 -0.03
H 1.54 4.17 -1.78
O -1.75 -3.14 2.03
C -2.51 -2.53 2.75
O -3.02 -1.36 2.34
C -4.06 -0.65 3.03
C -3.48 0.22 4.13
C -2.81 -3.02 4.14
H -4.82 -1.33 3.40
H -4.54 -0.01 2.29
H -2.98 -0.37 4.90
H -4.27 0.80 4.62
H -2.74 0.91 3.73
H -2.02 -2.70 4.81
H -2.85 -4.11 4.12
H -3.78 -2.69 4.52

---

# 2
59
Properties=species:S:1:pos:R:3 method="wB97M-V/def2-TZVPD" mol_weight_g_mol=635.762 total_charge=+1 largest_force_ev_per_a=16.2 multiplicity=1 total_energy_ev=-75098.3931
N -3.53 -1.86 -3.34
N -2.55 -2.47 -2.45
C -2.80 -3.91 -2.42
O -3.87 -4.36 -2.64
F -1.76 -4.61 -2.10
C -2.49 -1.81 -1.22
O -1.85 -0.85 -0.94
F -3.33 -2.29 -0.27
H -3.20 -1.95 -4.37
H -4.46 -2.29 -3.29
H -3.59 -0.87 -3.10
Cl -0.35 -3.14 -0.11
C 5.30 -1.36 1.24
C 3.99 -0.90 1.21
C 3.04 -1.60 0.49
C 3.36 -2.75 -0.20
C 4.66 -3.21 -0.17
C 5.63 -2.52 0.54
H 6.05 -0.83 1.79
H 3.73 0.00 1.76
H 2.04 -1.23 0.49
H 2.59 -3.29 -0.75
H 4.93 -4.12 -0.70
H 6.65 -2.87 0.56
Li -3.59 -2.45 1.96
N 7.50 0.81 -0.03
O 7.83 0.77 1.15
O 7.64 -0.25 -0.74
O 7.08 1.83 -0.58
O -4.74 -6.55 -0.90
H -4.55 -5.88 -1.56
H -3.90 -6.99 -0.74
Cs 9.35 -0.38 -1.48
C -3.42 1.86 0.76
C -3.06 3.34 0.82
N -2.06 3.64 1.81
C -1.90 5.07 2.05
C -1.38 5.94 0.91
C -0.83 2.89 1.73
C -0.01 2.99 0.43
H -3.76 1.51 1.74
H -4.24 1.71 0.05
H -2.59 1.24 0.44
H -3.96 3.89 1.07
H -2.77 3.66 -0.20
H -1.27 5.21 2.93
H -2.88 5.46 2.35
H -0.30 5.83 0.76
H -1.55 6.99 1.14
H -1.88 5.74 -0.04
H -1.06 1.84 1.92
H -0.20 3.18 2.57
H -0.63 2.93 -0.47
H 0.71 2.15 0.39
H 0.59 3.89 0.37
O 0.63 -2.11 2.33
H 1.17 -1.38 2.68
Ca 0.44 -0.55 -0.11
F -4.05 -2.96 -5.18

---

# 3
60
Properties=species:S:1:pos:R:3 method="wB97M-V/def2-TZVPD" mol_weight_g_mol=744.167 total_charge=-1 largest_force_ev_per_a=0.7 multiplicity=2 de_lowest_ev=0.4025
Hg 0.49 -0.21 -3.07
F 4.50 3.60 -2.41
C 3.28 3.62 -2.97
F 3.42 3.24 -4.25
F 2.82 4.87 -2.95
S 2.15 2.50 -2.06
O 2.86 1.25 -2.08
O 1.88 3.18 -0.83
N 0.95 2.44 -3.09
S -0.55 2.97 -3.03
O -1.46 1.85 -3.06
O -0.75 4.01 -4.01
C -0.92 3.88 -1.44
F -0.80 3.17 -0.34
F -2.21 4.24 -1.57
F -0.20 4.99 -1.37
C 2.31 -3.64 1.16
C 1.77 -2.64 0.15
C 1.03 -3.38 -0.96
C 2.91 -1.80 -0.42
O 0.86 -1.81 0.87
Si -0.20 -0.66 0.33
O 0.19 0.13 -0.99
O -1.61 -1.53 0.27
C -2.87 -1.19 -0.31
C -2.87 -1.61 -1.77
C -3.15 0.31 -0.18
C -3.91 -1.98 0.47
O -0.34 0.46 1.53
C 0.02 0.47 2.90
C -0.68 -0.69 3.62
C -0.47 1.81 3.44
C 1.53 0.37 3.06
H 3.03 -4.31 0.68
H 1.49 -4.23 1.58
H 2.81 -3.12 1.98
H 1.69 -4.10 -1.45
H 0.67 -2.68 -1.72
H 0.17 -3.90 -0.55
H 3.60 -2.42 -0.99
H 3.46 -1.31 0.40
H 2.52 -1.01 -1.06
H -2.09 -1.07 -2.31
H -3.83 -1.38 -2.24
H -2.69 -2.68 -1.86
H -2.43 0.87 -0.77
H -3.07 0.62 0.86
H -4.15 0.54 -0.56
H -3.67 -3.05 0.45
H -4.91 -1.84 0.04
H -3.93 -1.65 1.51
H -1.76 -0.61 3.47
H -0.46 -0.68 4.69
H -0.35 -1.64 3.19
H -1.55 1.89 3.30
H 0.01 2.62 2.89
H -0.24 1.91 4.51
H 1.88 -0.58 2.65
H 1.81 0.42 4.12
H 2.01 1.18 2.52

---

# 4
50
Properties=species:S:1:pos:R:3 method="wB97M-V/def2-TZVPD" mol_weight_g_mol=397.274 total_charge=+1 largest_force_ev_per_a=6.3 multiplicity=1 total_energy_ev=-104902.8781
C 3.99 -2.09 1.73
C 2.36 -1.80 1.87
C 1.89 -2.47 3.29
C 2.16 -0.17 1.79
C 0.56 0.30 1.95
C -0.12 0.06 0.47
N 0.37 0.51 -0.92
C -0.61 -0.01 -1.96
N -1.73 -0.77 -1.30
C -2.84 -1.41 -2.12
C -2.54 -3.00 -2.42
C -1.27 -3.63 -1.60
Br -4.14 -4.19 -2.02
C -1.52 -0.75 0.19
P -2.78 -1.59 1.35
O -4.22 -0.59 1.45
O -2.12 -1.98 2.92
H 4.52 -1.54 2.62
H 4.17 -3.25 1.90
H 4.43 -1.82 0.68
H 1.85 -2.38 0.96
H 2.52 -3.46 3.42
H 2.26 -1.74 4.16
H 0.73 -2.67 3.33
H 2.83 0.44 2.53
H 2.47 0.15 0.68
H 0.04 -0.47 2.69
H 0.44 1.39 2.37
H 1.26 1.07 -1.11
H -0.40 0.24 -3.09
H -2.83 -0.85 -3.18
H -3.92 -1.21 -1.67
H -2.29 -3.12 -3.57
H -0.29 -2.97 -1.62
H -1.57 -3.72 -0.46
H -0.99 -4.71 -1.96
H -4.22 -0.10 0.56
H -2.95 -2.16 3.49
C 1.49 5.73 -1.72
C 1.38 4.27 -1.37
O 2.36 3.55 -1.22
N 0.13 3.75 -1.21
C -1.14 4.43 -1.34
H 2.54 6.00 -1.82
H 0.99 5.91 -2.68
H 1.04 6.34 -0.94
H 0.12 2.76 -0.97
H -1.67 4.34 -0.39
H -1.72 3.93 -2.12
H -1.02 5.48 -1.60

---

# 5
56
Properties=species:S:1:pos:R:3 method="wB97M-V/def2-TZVPD" mol_weight_g_mol=692.720 total_charge=0 largest_force_ev_per_a=1.2 multiplicity=1 smiles=ClCCCl.ClCCCl.ClCCCl.ClCCCl.ClCCCl.ClCCCl.ClCCCl de_lowest_ev=0.6081
Cl 6.32 1.90 -3.41
C 5.87 0.61 -2.25
C 5.78 1.20 -0.85
Cl 7.42 1.63 -0.27
H 6.59 -0.20 -2.32
H 4.91 0.26 -2.63
H 5.32 0.55 -0.11
H 5.17 2.10 -0.88
Cl 4.11 5.03 -2.54
C 2.72 4.72 -3.60
C 1.80 3.63 -3.08
Cl 2.69 2.19 -2.53
H 3.06 4.46 -4.60
H 2.21 5.68 -3.62
H 1.11 3.31 -3.86
H 1.27 4.01 -2.21
Cl -0.85 2.54 5.61
C 0.83 1.96 5.29
C 1.01 1.40 3.89
Cl -0.17 0.13 3.58
H 1.06 1.22 6.05
H 1.49 2.81 5.46
H 2.01 0.97 3.80
H 0.96 2.16 3.11
Cl 0.59 -4.74 0.12
C -1.16 -4.67 0.47
C -1.42 -4.62 1.97
Cl -0.83 -6.09 2.81
H -1.64 -5.55 0.04
H -1.57 -3.78 0.00
H -2.47 -4.52 2.23
H -0.91 -3.76 2.40
Cl -1.62 -1.00 -0.54
C 0.06 -1.17 0.01
C 0.97 -0.73 -1.12
Cl 2.68 -0.69 -0.55
H 0.23 -2.16 0.43
H 0.15 -0.46 0.83
H 0.76 0.28 -1.45
H 0.91 -1.36 -2.01
Cl -5.29 0.24 4.51
C -3.93 0.63 3.44
C -3.65 -0.48 2.42
Cl -3.43 -2.07 3.24
H -3.03 0.71 4.05
H -4.13 1.60 2.98
H -2.72 -0.21 1.93
H -4.46 -0.62 1.71
Cl -6.52 -1.26 -2.68
C -5.16 -0.64 -3.66
C -3.92 -1.44 -3.40
Cl -4.06 -3.08 -4.02
H -4.98 0.39 -3.34
H -5.47 -0.54 -4.69
H -3.66 -1.52 -2.35
H -3.01 -0.98 -3.80

---

# 6
48
Properties=species:S:1:pos:R:3 method="wB97M-V/def2-TZVPD" mol_weight_g_mol=445.402 total_charge=-1 largest_force_ev_per_a=4.5 multiplicity=6 total_energy_ev=-64212.0979
Ru 0.00 0.00 0.00
Cl -1.42 1.99 -0.10
Cl 1.34 -1.89 0.09
H -1.51 -0.62 0.02
H 1.07 1.22 -0.06
P -0.07 0.07 -2.37
C 0.23 1.79 -3.09
C 1.06 -1.02 -3.38
C -1.84 -0.27 -2.89
C 1.23 2.63 -2.30
H -0.75 2.26 -2.96
C 0.60 1.82 -4.57
H 1.65 1.59 -4.72
H 0.43 2.82 -4.96
H 0.02 1.14 -5.18
H 0.80 3.01 -1.38
H 1.53 3.49 -2.91
H 2.13 2.08 -2.06
H -2.33 0.57 -2.41
C -2.42 -1.55 -2.29
C -2.13 -0.21 -4.38
H -2.11 0.81 -4.77
H -3.13 -0.60 -4.57
H -1.44 -0.81 -4.97
H -1.78 -1.98 -1.53
H -2.60 -2.30 -3.05
H -3.38 -1.32 -1.83
C 2.52 -0.75 -3.00
H 0.92 -0.70 -4.41
C 0.73 -2.51 -3.31
H 2.92 0.12 -3.50
H 3.13 -1.61 -3.29
H 2.62 -0.61 -1.93
H 0.68 -2.87 -2.29
H 1.52 -3.07 -3.82
H -0.20 -2.73 -3.81
S 0.59 0.09 2.42
C -0.79 0.36 3.21
N -1.83 -0.52 3.15
C -2.94 -0.35 3.92
C -3.04 0.74 4.79
C -1.99 1.66 4.86
C -0.86 1.47 4.07
H -1.77 -1.36 2.53
H -3.75 -1.06 3.87
H -3.91 0.87 5.41
H -2.04 2.50 5.54
H -0.03 2.16 4.15